Entry 1:
This record from OMol25 describes a molecular structure, C24H33FIrN4O7PS9 in a non-equilibrium geometry. The level of theory is ωB97M-V/def2-TZVPD.

Calculated values
M ... 1020.341 g mol⁻¹
Energy ... -5809.1228 hartree

```
! wB97M-V def2-TZVPD RIJCOSX def2/J DEFGRID3
* xyz 1 2
Ir -0.15000 -0.39143 0.81018
C 2.13216 -2.60279 2.90037
C 0.91511 -2.50970 3.80475
S -0.56773 -1.66826 3.11381
C -1.59545 -3.02776 2.43668
C -0.94260 -3.90178 1.39425
S -0.40857 -3.00161 -0.11979
C 1.05114 -4.03438 -0.52614
C 2.33102 -3.79327 0.25749
S 2.29054 -4.21751 2.03781
H 3.03519 -2.51849 3.50467
H 2.13096 -1.79908 2.16302
H 1.15405 -1.88836 4.66773
H 0.60456 -3.49311 4.15226
H -2.45097 -2.49847 2.01771
H -1.91238 -3.64563 3.27759
H -1.65959 -4.65275 1.06107
H -0.06003 -4.39946 1.79409
H 1.24249 -3.82029 -1.57844
H 0.71825 -5.06856 -0.43254
H 2.66799 -2.76199 0.16936
H 3.09477 -4.45530 -0.15354
C 4.76836 3.81815 0.81253
C 3.97046 2.74698 1.46641
C 3.69061 2.71461 2.83704
C 2.88501 1.68587 3.29602
N 2.40194 0.75027 2.49238
C 2.74650 0.85856 1.21462
S 2.17868 -0.38743 0.14677
N 3.49887 1.79380 0.67599
H 5.58406 4.15969 1.44613
H 4.12010 4.67071 0.60078
H 5.15415 3.44371 -0.13258
H 4.09206 3.45638 3.50743
H 2.61473 1.59774 4.33950
C -0.34686 -0.15944 -4.04491
S 0.67082 -1.63752 -3.82518
C 2.25088 -1.04413 -3.41839
C 2.61643 0.13304 -2.80499
S 1.61950 1.31312 -2.12285
S 4.34319 0.30489 -2.49310
C 4.83766 -1.25252 -3.07077
S 6.38833 -1.77801 -3.00854
S 3.52614 -2.19285 -3.74251
H -1.15709 -0.46949 -4.69928
H 0.23815 0.62132 -4.51830
H -0.73272 0.16113 -3.07889
F -3.75008 -1.61124 -5.67623
C -3.77345 -0.57337 -4.82597
C -3.93394 -0.79775 -3.50652
N -3.93906 0.21932 -2.60004
C -3.97251 -0.05364 -1.18524
C -2.58252 -0.30498 -0.57661
O -2.54909 -0.84787 0.54681
O -1.54878 0.05732 -1.17295
C -3.78139 1.54328 -2.98958
O -3.78824 2.45569 -2.20093
N -3.61651 1.72279 -4.33987
C -3.57959 0.77285 -5.36335
O -3.38266 1.08925 -6.50554
H -4.08211 -1.79881 -3.12638
H -4.61788 -0.90645 -0.96524
H -4.36626 0.83751 -0.68095
H -3.51318 2.68876 -4.63494
C -0.42126 3.33505 3.69875
O -0.16433 2.11747 2.99294
P -0.90873 1.74552 1.62396
O -0.63278 3.04822 0.74982
C -1.19980 3.22676 -0.55032
O -2.47127 2.03236 1.93907
C -3.23959 1.17735 2.77135
H -1.28449 3.85280 3.28215
H 0.45539 3.97982 3.62573
H -0.60217 3.08369 4.74516
H -2.26985 3.43229 -0.48441
H -1.04310 2.33887 -1.16291
H -0.68526 4.07782 -0.99305
H -3.33167 0.19390 2.30754
H -4.22137 1.63894 2.87216
H -2.78333 1.06786 3.75787
*
```

Atom charges from the Löwdin analysis, given in e for atoms 1 to 6: 0.766, -0.516, -0.454, 0.907, -0.477, -0.477


Entry 2:
This record from OMol25 describes a gas-phase ion, C5HN2O7 (charge -1) in a non-equilibrium geometry. The level of theory is ωB97M-V/def2-TZVPD.

Calculated values
Relative energy (zero: lowest compared OMol25 entry of this formula, charge and spin) ... 106.80 kcal/mol
M ... 201.070 g mol⁻¹

```
! wB97M-V def2-TZVPD RIJCOSX def2/J DEFGRID3
* xyz -1 1
C -2.11739 -0.12069 -0.35780
C 0.00443 1.08234 -1.11065
C -1.50414 -1.33844 -0.60857
C -0.00335 -1.28647 -0.86929
C 0.71842 0.05244 -0.33989
N -3.33558 0.43674 -0.45674
N 2.20009 0.02497 -0.54498
O 0.29078 1.99368 -1.84383
O -3.42313 1.53945 -1.03733
O 2.93030 0.31278 0.39612
O -1.97363 -2.48316 -0.49099
O 0.53852 -2.23209 -1.35869
O -4.22453 -0.07308 0.27574
O 2.52857 -0.20225 -1.68179
H 0.66434 0.01063 0.79212
*
```

Atom charges from the Löwdin analysis, given in e for atoms 1 to 6: 0.090, -0.099, -0.426, -0.269, -0.125, -0.439


Entry 3:
This record from OMol25 describes a molecular structure, C2H7N3O. The level of theory is ωB97M-V/def2-TZVPD.

Calculated values
Relative energy (zero: lowest compared OMol25 entry of this formula, charge and spin) ... 51.01 kcal/mol
M ... 89.098 g mol⁻¹

```
! wB97M-V def2-TZVPD RIJCOSX def2/J DEFGRID3
* xyz 0 1
C -0.12994 0.84366 1.23943
N -0.00895 0.55707 -0.19272
C -0.43947 -0.58938 -0.68486
N -0.02370 -0.28630 -2.18112
N 0.56977 -0.05957 2.13436
O -0.96213 -1.61236 -0.31175
H 0.31842 0.72231 -1.51726
H 0.67132 -0.93440 -2.54193
H -0.81836 -0.24678 -2.81349
H 0.20557 -1.00119 2.03914
H 1.56018 -0.08523 1.91932
H 0.24532 1.85537 1.39166
H -1.18802 0.83681 1.51921
*
```

Atom charges from the Löwdin analysis, given in e for atoms 1 to 6: -0.296, -0.020, -0.578, 0.107, 0.007, 0.052


Entry 4:
This record from OMol25 describes a molecular structure, C28H50Br16F9FeO6 in a non-equilibrium geometry. The level of theory is ωB97M-V/def2-TZVPD.

Calculated values
M ... 1987.993 g mol⁻¹
Energy ... -44894.9818 hartree

```
! wB97M-V def2-TZVPD RIJCOSX def2/J DEFGRID3
* xyz -1 5
Fe -3.08492 -1.01415 -0.43772
C -3.29943 -1.52377 -3.17856
O -3.59373 -0.40595 -2.31482
O -2.92934 -2.43943 -2.17399
C -4.37171 -1.80873 -4.23224
F -5.52605 -1.89825 -3.58963
F -4.50244 -0.87610 -5.13828
F -4.23841 -2.98030 -4.86461
C -3.72877 0.99932 -2.83839
C -5.10136 1.53657 -2.64133
H -5.45681 1.49590 -1.61172
H -5.02932 2.57611 -2.96113
H -5.89016 0.95819 -3.12234
H -3.28520 1.23468 -3.80583
H -2.99796 1.60818 -2.30614
H -2.42120 -1.17676 -3.72298
C -1.70781 0.71777 1.17793
O -1.30223 -0.12541 0.03823
O -3.09111 0.46533 1.12106
C -0.89991 0.38663 2.48670
F -1.26506 -0.81553 3.07225
F 0.35529 0.23561 2.17659
F -0.97304 1.34684 3.45138
C -0.17312 0.43950 -0.62073
C 0.05554 -0.33828 -1.90675
H -0.72509 -0.30063 -2.66655
H 1.00951 -0.02446 -2.33050
H 0.17932 -1.39739 -1.68078
H 0.71197 0.48510 0.01380
H -0.39700 1.47084 -0.89336
H -1.46552 1.76479 0.99584
C 1.44528 -4.67967 -1.32822
O 1.78388 -4.99050 -2.69133
O 0.01859 -4.63856 -1.45647
C 1.99799 -5.61760 -0.10326
F 1.50758 -6.83286 -0.23389
F 3.32360 -5.80650 -0.01138
F 1.59415 -5.12427 1.09805
C 3.15976 -4.85059 -3.08969
C 3.25508 -5.29717 -4.53926
H 4.27972 -5.23150 -4.90516
H 2.90920 -6.32038 -4.68595
H 2.61908 -4.57619 -5.05288
H 3.82989 -5.50219 -2.52895
H 3.47960 -3.81098 -3.01890
H 1.84040 -3.67214 -1.19836
Br 2.44948 3.33717 0.36143
C 2.98650 2.37913 2.00595
C 4.50526 1.99251 2.02585
Br 5.78271 3.53860 2.13799
H 2.36698 1.49493 2.15594
H 2.68873 3.01712 2.83806
H 4.83878 1.51428 1.10490
H 4.78204 1.30673 2.82660
Br 3.20969 -1.56379 2.66579
C 1.61172 -2.41745 3.60867
C 2.01469 -3.76533 4.25734
Br 0.33433 -4.66538 4.79318
H 0.81634 -2.53295 2.87237
H 1.16364 -1.69723 4.29321
H 2.65860 -3.48665 5.09150
H 2.45127 -4.44278 3.52347
Br 0.92635 8.16901 -3.38828
C 0.64484 6.22762 -3.53872
C -0.00571 5.88376 -2.18933
Br -0.44594 3.99577 -2.06616
H 1.54945 5.62828 -3.64148
H -0.07879 5.99512 -4.32000
H -0.96972 6.37894 -2.07283
H 0.63981 5.99386 -1.31796
Br 0.26201 0.58293 6.25480
C 1.40561 2.14557 6.47625
C 1.14163 3.16331 5.37118
Br 2.47579 4.57036 5.27199
H 2.40703 1.72079 6.40680
H 1.27424 2.58401 7.46550
H 0.12359 3.54064 5.46780
H 1.08431 2.63339 4.42039
Br 0.77987 3.23432 -9.32321
C -0.29022 2.37473 -7.78264
C 0.54474 2.09048 -6.45872
Br -0.44640 0.99166 -5.17550
H -0.61596 1.42521 -8.20738
H -1.19096 2.94592 -7.55791
H 0.88657 3.06412 -6.10761
H 1.44391 1.49333 -6.61041
Br -4.26011 -2.21002 7.21679
C -2.31337 -2.08126 6.71339
C -1.53723 -3.20829 7.20103
Br -1.67692 -3.31934 9.17488
H -2.08613 -1.09762 7.12439
H -2.20583 -1.99360 5.63226
H -0.49577 -3.00039 6.95559
H -1.84177 -4.16634 6.77974
Br -6.22933 2.07652 5.21409
C -4.35107 1.86102 4.50717
C -3.37117 1.61154 5.70248
Br -3.12553 3.18835 6.83116
H -4.06561 2.64731 3.80835
H -4.38154 0.97290 3.87597
H -2.34976 1.44019 5.36269
H -3.67112 0.79324 6.35709
Br 4.16193 -1.90679 -4.87616
C 3.11799 -0.43050 -4.13549
C 3.84052 0.91832 -4.44085
Br 2.73892 2.48872 -3.75960
H 2.90434 -0.54047 -3.07231
H 2.19999 -0.55602 -4.70962
H 4.23935 1.11255 -5.43650
H 4.65365 0.91307 -3.71498
*
```

Atom charges from the Löwdin analysis, given in e for atoms 1 to 6: 1.145, -0.381, -0.226, -0.191, -0.618, 0.152


Entry 5:
This record from OMol25 describes a molecular structure, C43H40GeN3P2Re in a non-equilibrium geometry. The level of theory is ωB97M-V/def2-TZVPD.

Calculated values
M ... 919.579 g mol⁻¹
Energy ... -4663.2061 hartree

```
! wB97M-V def2-TZVPD RIJCOSX def2/J DEFGRID3
* xyz 4 1
Re -0.34094 -1.63064 0.73683
N 0.21833 0.57874 2.60576
P -1.30746 -0.07136 2.30684
C -1.75391 -1.02816 3.72877
C -3.08541 -1.07263 4.16652
C -3.39943 -1.82055 5.28801
C -2.40661 -2.54426 5.95071
C -1.08865 -2.52444 5.50134
C -0.75467 -1.77771 4.38339
C -2.46936 1.24944 2.05637
C -2.35794 2.41997 2.81219
C -3.33638 3.39635 2.69282
C -4.41952 3.20325 1.83948
C -4.52517 2.04041 1.08176
C -3.54724 1.06120 1.18698
P 1.30146 -0.00089 1.44490
C 2.71266 -0.64596 2.31345
C 3.49299 0.27996 3.02105
C 4.54687 -0.17581 3.79787
C 4.82765 -1.53762 3.86904
C 4.06184 -2.45559 3.15898
C 3.00504 -2.00955 2.37796
C 1.82873 1.37112 0.45246
C 1.28325 2.63953 0.61438
C 1.86139 3.71748 -0.05324
C 2.96524 3.52362 -0.87750
C 3.48626 2.24578 -1.07242
C 2.91799 1.16504 -0.41429
H 0.48817 1.13254 3.41524
H -3.85509 -0.51035 3.65061
H -4.41905 -1.83576 5.65365
H -2.66512 -3.13033 6.82535
H -0.32739 -3.08412 6.02975
H 0.27817 -1.73898 4.04611
H -1.53846 2.56265 3.51077
H -3.26291 4.30646 3.27870
H -5.19186 3.96086 1.77214
H -5.37687 1.89553 0.42845
H -3.62675 0.13776 0.61940
H 3.29035 1.34523 2.94822
H 5.15936 0.53441 4.34145
H 5.66158 -1.88418 4.46800
H 4.29814 -3.51105 3.21140
H 2.42764 -2.71502 1.78928
H 0.43135 2.79596 1.26873
H 1.46253 4.71423 0.09078
H 3.43360 4.37352 -1.36127
H 4.35625 2.10266 -1.70453
H 3.36187 0.17356 -0.51015
N 1.35210 -3.90461 -0.47761
N 0.40832 -3.71636 0.61172
H 1.18390 -4.80481 -0.91559
H 2.29232 -3.91321 -0.10328
H 0.77108 -4.07889 1.48985
H -0.40091 -4.29581 0.40731
C -0.84267 -1.23855 -0.95888
Ge 0.79987 -0.03552 -2.20595
C -1.65751 -1.32848 -2.12176
C -2.91065 -0.65985 -2.20416
C -3.78654 -0.98021 -3.20874
C -3.44214 -1.94988 -4.16122
C -2.19708 -2.58330 -4.12389
C -1.29906 -2.26721 -3.13432
C 1.47122 -0.68450 -3.85203
C 2.31246 -1.79117 -3.96756
C 2.77477 -2.12409 -5.22879
C 2.41157 -1.34508 -6.33140
C 1.55663 -0.25408 -6.18841
C 1.06331 0.09479 -4.93939
C 0.08943 1.71898 -2.01483
C 0.63842 2.71910 -2.82678
C 0.04672 3.97357 -2.82105
C -1.03827 4.23339 -1.98922
C -1.54852 3.24195 -1.14969
C -0.98035 1.98171 -1.14800
H -3.17045 0.08476 -1.46154
H -4.74985 -0.48911 -3.26307
H -4.14837 -2.20295 -4.94484
H -1.94488 -3.32891 -4.86645
H -0.33952 -2.76860 -3.07608
H 2.62166 -2.37350 -3.10758
H 3.41616 -2.98673 -5.35414
H 2.79336 -1.59799 -7.31272
H 1.25208 0.32385 -7.05055
H 0.38136 0.92868 -4.84582
H 1.49858 2.53505 -3.45952
H 0.43591 4.74854 -3.46943
H -1.47765 5.22461 -1.98361
H -2.38275 3.45712 -0.49072
H -1.35655 1.21501 -0.49278
*
```

Atom charges from the Löwdin analysis, given in e for atoms 1 to 6: 1.068, -0.304, 0.834, -0.360, -0.051, -0.012